26
Properties=species:S:1:pos:R:3 method="wB97M-V/def2-TZVPD" lumo_energy_ev=-3.21 de_lowest_kcal_mol=54.9 molar_mass_g_mol=120.22 total_charge=+1
C 1.98 -1.07 0.20
C 1.31 0.19 0.12
C -0.02 0.43 0.92
C -0.58 1.80 0.61
C -0.93 -0.80 0.94
C -1.63 -0.87 2.35
N 0.67 0.28 -1.41
H 2.84 -0.98 -0.54
H 1.44 -2.03 -0.03
H 2.45 -1.06 1.25
H 2.04 1.13 0.18
H 0.39 0.57 1.96
H -1.60 2.05 1.05
H -0.71 1.87 -0.50
H 0.20 2.55 1.05
H -0.38 -1.75 0.85
H -1.57 -0.68 0.12
H -1.92 0.19 2.61
H -1.17 -1.58 3.06
H -2.60 -1.35 2.38
H 0.36 -0.70 -1.82
H 1.34 0.44 -2.24
H -0.21 0.80 -1.37
H -0.28 -0.36 -4.42
H -1.18 0.60 -3.67
O -0.24 0.30 -3.66

37
Properties=species:S:1:pos:R:3 method="wB97M-V/def2-TZVPD" lumo_energy_ev=-5.02 molar_mass_g_mol=358.29 total_charge=+1
C 2.66 1.28 1.75
C 1.79 2.11 0.71
C 0.55 1.22 0.23
N -0.52 1.28 1.26
S -2.08 1.37 0.61
P -3.15 3.06 1.43
O -2.64 3.20 2.85
O -2.66 4.41 0.56
O -4.78 2.91 1.30
P -3.03 -0.50 1.24
O -3.48 -1.44 -0.06
O -4.32 -0.19 2.26
S -1.71 -1.51 2.26
H 3.76 1.35 1.53
H 2.40 0.19 1.74
H 2.44 1.69 2.77
H 1.36 2.99 1.26
H 2.38 2.51 -0.14
H 0.22 1.49 -0.80
H 0.94 0.17 0.20
H -0.35 1.98 1.99
H -1.72 4.32 0.36
H -5.12 2.19 1.86
H -2.73 -1.38 -0.68
H -3.94 -0.22 3.16
C 4.07 -1.87 -2.31
O 2.75 -2.04 -1.77
C 1.98 -2.87 -2.47
O 2.29 -3.45 -3.47
O 0.79 -2.94 -1.86
C -0.15 -3.80 -2.51
H 4.60 -1.19 -1.66
H 4.60 -2.83 -2.32
H 4.02 -1.45 -3.31
H 0.21 -4.82 -2.53
H -0.37 -3.44 -3.52
H -1.07 -3.77 -1.93

26
Properties=species:S:1:pos:R:3 method="wB97M-V/def2-TZVPD" lumo_energy_ev=-2.64 de_lowest_kcal_mol=44.7 molar_mass_g_mol=132.30 total_charge=+1
C -0.39 -1.87 -0.47
C -0.09 -0.01 -2.06
C 1.69 -1.39 -1.59
C 0.43 2.50 1.96
C -2.10 0.27 1.99
C 0.98 0.02 0.08
N 0.50 -0.84 -0.97
Si -0.74 1.30 1.07
H -1.43 -1.62 -0.70
H -0.16 -2.95 -0.98
H -0.19 -2.02 0.51
H -0.30 -0.68 -2.95
H -1.08 0.39 -1.73
H 0.48 0.90 -2.27
H 2.39 -0.70 -1.93
H 2.30 -2.01 -0.91
H 1.43 -2.11 -2.30
H 1.24 2.29 1.24
H 0.18 3.60 1.88
H 0.71 2.25 3.05
H -1.83 -0.39 2.83
H -2.80 1.01 2.40
H -2.77 -0.30 1.34
H 1.22 -0.58 0.96
H 1.64 0.67 -0.51
H -1.30 2.29 0.05

26
Properties=species:S:1:pos:R:3 method="wB97M-V/def2-TZVPD" lumo_energy_ev=-3.48 de_lowest_kcal_mol=27.8 molar_mass_g_mol=132.30 total_charge=+1
C -0.11 2.09 -0.76
C -1.94 0.64 -0.21
C -1.70 2.75 0.92
C 0.50 -3.61 -1.45
C 2.66 -2.80 0.43
C -0.16 0.96 1.35
N -0.98 1.61 0.32
Si 0.87 -2.35 -0.07
H -0.69 2.61 -1.52
H 0.64 2.78 -0.37
H 0.40 1.25 -1.23
H -2.55 1.09 -0.98
H -1.41 -0.22 -0.62
H -2.59 0.28 0.59
H -2.34 2.41 1.73
H -0.99 3.47 1.33
H -2.31 3.25 0.18
H 0.56 -4.63 -1.09
H -0.49 -3.48 -1.89
H 1.22 -3.51 -2.26
H 3.18 -1.95 0.88
H 2.67 -3.60 1.16
H 3.24 -3.12 -0.43
H 0.61 1.63 1.71
H -0.78 0.66 2.19
H 0.31 0.04 0.93

no.,E_HOMO (eV)
1,-14.8
2,-13.2
3,-13.6
4,-11.1